(1)
A single C5H7N molecule. Source: the Open Molecules 2025 dataset; level of theory: ωB97M-V with the def2-TZVPD basis set.

Structure (XYZ):
```
13
Properties=species:S:1:pos:R:3:forces:R:3
C 1.438767 -0.009817 0.127203 0.039 0.200 0.141
C 0.455489 -0.237248 -0.969693 0.036 -0.057 -0.179
C 0.346303 -1.011270 0.348555 0.189 -0.321 0.084
N -1.073107 -0.578064 0.559079 -0.076 -0.095 0.195
C -1.184983 0.875841 0.657486 0.188 0.283 0.132
C -0.964555 0.248986 -0.660332 -0.192 0.114 -0.245
H 1.633025 0.919997 0.655093 -0.293 -0.030 -0.021
H 2.346668 -0.573445 -0.095350 -0.047 0.268 0.170
H 0.763876 -0.443131 -1.990552 -0.064 -0.381 0.286
H 0.580212 -1.995813 0.742149 -0.005 -0.024 -0.558
H -0.410746 1.447232 1.163256 -0.071 -0.070 -0.142
H -2.204441 1.178767 0.883528 0.187 0.039 -0.020
H -1.741470 0.187933 -1.419104 0.109 0.075 0.159
```
Forces are in eV/Å.

## Properties
- Charge: 0
- LUMO energy: 1.199 eV
- Maximum force: 0.56 eV/A
- Structure (SMILES): C1[C@H]2[C@@H]1N1C[C@@H]21
- HOMO energy: -8.87 eV

Charges per atom according to Löwdin partitioning, unit e: -0.102, -0.157, -0.204, -0.008, -0.106, -0.218, 0.095, 0.110, 0.124, 0.127, 0.102, 0.106, 0.130

(2)
A single C5H7N molecule. Source: the Open Molecules 2025 dataset; level of theory: ωB97M-V with the def2-TZVPD basis set.

Structure (XYZ):
```
13
Properties=species:S:1:pos:R:3:forces:R:3
C -2.449880 -0.408763 0.587155 0.118 0.058 -0.072
C -1.420219 0.121990 -0.018008 0.018 0.042 -0.021
C -0.430354 0.708064 -0.641640 -0.152 -0.089 0.081
C 0.960772 0.189904 -0.797460 -0.046 0.123 -0.126
C 1.894359 0.191078 0.359412 0.163 0.213 0.158
N 1.394313 -1.061515 -0.197058 -0.185 -0.194 0.056
H -2.660081 -0.202794 1.634314 0.101 -0.053 -0.131
H -3.148640 -1.050619 0.055096 0.142 0.075 0.051
H -0.632218 1.675049 -1.101651 0.023 -0.099 0.040
H 1.383106 0.368412 -1.785675 -0.064 -0.024 0.161
H 1.497730 0.534183 1.313170 0.022 -0.061 -0.164
H 2.954138 0.381746 0.203539 -0.176 -0.058 0.010
H 0.656977 -1.446737 0.388807 0.036 0.068 -0.044
```
Forces are in eV/Å.

## Properties
- Charge: 0
- LUMO energy: 1.028 eV
- Maximum force: 0.31 eV/A
- Structure (SMILES): C=C=C[C@H]1CN1
- HOMO energy: -9.11 eV

Charges per atom according to Löwdin partitioning, unit e: 0.005, -0.113, -0.077, -0.334, -0.147, 0.020, 0.058, 0.059, 0.112, 0.130, 0.107, 0.096, 0.083

(3)
2 unconnected molecules or ions with the total composition C5H7N in a non-equilibrium geometry. Source: the Open Molecules 2025 dataset; level of theory: ωB97M-V with the def2-TZVPD basis set.

Structure (XYZ):
```
13
Properties=species:S:1:pos:R:3:forces:R:3
C 0.485555 -1.529707 1.335236 0.300 0.836 0.270
C 1.003952 -0.813546 0.035494 2.108 0.211 -0.566
C -0.415103 -1.051987 -0.061623 -0.803 1.475 -0.706
C 1.585232 0.591357 -0.033415 -0.196 -0.292 0.559
C -2.154422 0.849051 -0.360878 2.283 0.283 0.020
N -0.642926 -1.993674 0.836721 -1.362 -1.680 0.505
H 1.564825 -1.572544 -0.489703 0.129 -0.213 -0.086
H 2.462024 0.843116 0.600929 -1.218 -0.488 0.831
H 0.641913 1.148800 0.139943 1.342 0.877 -0.236
H 2.142863 0.781031 -0.941658 -0.980 0.030 -1.015
H -2.830680 0.655432 -1.131834 -0.704 -0.351 -1.288
H -1.461115 1.705146 -0.480982 -0.682 -0.753 0.390
H -2.382117 0.387526 0.551769 -0.217 0.064 1.322
```
Forces are in eV/Å.

## Properties
- Charge: 0
- LUMO energy (spin up / spin down): 0.165 / -0.322 eV
- Maximum force: 2.30 eV/A
- HOMO energy (spin up / spin down): -8.24 / -8.27 eV

Charges per atom according to Löwdin partitioning, unit e: 0.028, -0.330, -0.100, -0.057, 0.101, 0.056, 0.128, 0.091, 0.065, 0.070, -0.029, 0.009, -0.032

(4)
A molecular structure, C5H7N in a non-equilibrium geometry. Source: the Open Molecules 2025 dataset; level of theory: ωB97M-V with the def2-TZVPD basis set.

Structure (XYZ):
```
13
Properties=species:S:1:pos:R:3:forces:R:3
C -1.093131 -0.958012 0.102851 0.802 -0.512 -0.586
C -0.206140 1.040731 0.505532 0.342 0.983 0.846
C 1.137903 0.474694 0.629367 -0.067 0.393 0.137
C 0.590697 -0.667519 -0.210870 -1.938 -0.486 0.073
C -0.410593 1.865786 -0.623521 -0.479 0.432 -0.828
N -0.698164 2.636183 -1.451486 0.313 -0.674 0.666
H -1.194308 -1.348700 1.124915 0.166 0.263 -0.378
H -1.951896 -0.294650 -0.100335 0.878 -0.019 -0.008
H -1.167690 -1.774046 -0.610086 -0.381 -0.343 0.015
H 1.386723 0.177630 1.649770 -0.013 -0.050 -0.186
H 1.944523 1.018060 0.149289 0.152 -0.076 -0.098
H 0.943738 -1.635309 0.122007 0.203 0.012 0.018
H 0.718338 -0.534842 -1.287433 0.022 0.077 0.328
```
Forces are in eV/Å.

## Properties
- Charge: 0
- LUMO energy: -0.602 eV
- Maximum force: 2.00 eV/A
- HOMO energy: -8.73 eV

Charges per atom according to Löwdin partitioning, unit e: -0.082, -0.051, -0.236, -0.167, -0.283, 0.154, 0.079, 0.074, 0.061, 0.110, 0.115, 0.109, 0.115

(5)
A single C5H7N molecule in a non-equilibrium geometry. Source: the Open Molecules 2025 dataset; level of theory: ωB97M-V with the def2-TZVPD basis set.

Structure (XYZ):
```
13
Properties=species:S:1:pos:R:3:forces:R:3
C -1.810941 0.113983 0.033160 -0.255 0.033 -0.131
N -0.388534 -0.012428 -0.172018 0.019 -0.071 -0.339
C 0.331536 -1.131825 0.036084 -0.696 0.068 -0.566
C 1.703054 -0.884461 0.065117 -0.802 0.130 0.559
C 1.778319 0.541863 -0.221656 -0.129 0.175 0.242
C 0.511929 1.022261 -0.359419 -0.022 0.147 -0.116
H -2.046854 0.479577 1.041352 0.122 -0.036 -0.213
H -2.266065 -0.869910 -0.093979 -0.023 0.161 -0.023
H -2.223933 0.800848 -0.705099 -0.116 -0.052 0.055
H -0.124857 -2.100243 0.205103 -0.232 0.266 0.278
H 1.492484 -1.197249 1.140752 2.267 -0.548 0.100
H 2.675857 1.137495 -0.369504 -0.216 -0.187 0.287
H 0.138352 2.019125 -0.550517 0.083 -0.084 -0.133
```
Forces are in eV/Å.

## Properties
- Charge: 0
- LUMO energy: 0.817 eV
- Maximum force: 2.33 eV/A
- Structure (SMILES): Cn1cccc1
- HOMO energy: -8.14 eV

Charges per atom according to Löwdin partitioning, unit e: -0.031, -0.166, -0.173, -0.142, -0.112, -0.098, 0.094, 0.090, 0.088, 0.123, 0.126, 0.087, 0.114

(6)
A single C5H7N molecule. Source: the Open Molecules 2025 dataset; level of theory: ωB97M-V with the def2-TZVPD basis set.

Structure (XYZ):
```
13
Properties=species:S:1:pos:R:3:forces:R:3
C 1.500839 -0.650803 0.168426 0.178 -0.130 0.082
C 0.360315 1.203408 -0.741225 -0.358 -0.103 0.226
C 0.293469 -0.297594 -0.741761 0.120 0.004 -0.112
N -0.981855 -0.666616 -0.088505 -0.041 0.234 0.150
C -1.497482 0.444902 0.417767 0.047 -0.189 -0.090
C -0.711934 1.556438 0.096709 0.029 0.173 -0.089
H 1.761459 0.212348 0.787288 -0.056 -0.227 -0.006
H 1.276713 -1.497323 0.821184 0.044 -0.019 -0.176
H 2.376886 -0.876537 -0.440723 -0.117 0.008 0.046
H 0.364422 -0.797066 -1.713084 -0.020 0.179 0.146
H -1.404811 -1.581420 -0.037857 0.134 0.145 0.085
H -2.417125 0.398907 0.997419 0.125 0.035 -0.079
H -0.920896 2.551355 0.474365 -0.085 -0.109 -0.184
```
Forces are in eV/Å.

## Properties
- Charge: 0
- LUMO energy: 0.500 eV
- Maximum force: 0.44 eV/A
- HOMO energy: -7.74 eV

Charges per atom according to Löwdin partitioning, unit e: -0.066, -0.011, -0.399, 0.038, -0.094, -0.163, 0.070, 0.073, 0.076, 0.136, 0.145, 0.123, 0.072

(7)
A single C5H7N molecule. Source: the Open Molecules 2025 dataset; level of theory: ωB97M-V with the def2-TZVPD basis set.

Structure (XYZ):
```
13
Properties=species:S:1:pos:R:3:forces:R:3
C -0.023243 1.720901 -0.569838 -0.135 0.181 -0.087
N 0.331997 0.836208 0.532343 -0.230 -0.302 0.010
C 1.502645 -0.067931 0.554589 0.288 -0.097 0.023
C 0.101805 -0.471871 0.506232 0.176 0.350 -0.100
C -0.770430 -1.484788 0.205202 -0.165 0.036 -0.098
C -2.165867 -1.373118 0.338950 0.398 0.023 -0.329
H -1.103762 1.677378 -0.712394 0.119 0.054 0.051
H 0.475631 1.388586 -1.492722 -0.105 0.031 0.185
H 0.289132 2.741177 -0.342584 -0.070 -0.135 -0.004
H 2.079935 -0.216185 -0.360477 -0.098 0.124 0.080
H 2.072155 -0.057734 1.480520 -0.114 -0.016 -0.152
H -0.203008 -2.348740 -0.131127 -0.115 -0.538 0.280
H -2.586990 -2.343885 -0.008695 0.051 0.289 0.140
```
Forces are in eV/Å.

## Properties
- Charge: 0
- LUMO energy: -0.297 eV
- Maximum force: 0.62 eV/A
- HOMO energy: -7.78 eV

Charges per atom according to Löwdin partitioning, unit e: -0.034, -0.034, -0.023, -0.239, -0.246, 0.028, 0.092, 0.094, 0.083, 0.115, 0.107, 0.084, -0.026

(8)
A single C5H7N molecule in a non-equilibrium geometry. Source: the Open Molecules 2025 dataset; level of theory: ωB97M-V with the def2-TZVPD basis set.

Structure (XYZ):
```
13
Properties=species:S:1:pos:R:3:forces:R:3
C -1.162557 -1.982831 -0.836986 0.453 -0.622 -0.957
C -0.124562 -1.409241 -1.016526 -1.067 -0.085 0.985
C 0.904381 -0.496834 -0.633811 0.729 0.061 -0.356
N 0.640705 0.090362 0.673191 -0.232 -0.121 -0.079
C -0.688701 0.640949 0.865665 -0.914 0.406 -0.825
C 0.483967 1.522949 0.731780 0.188 0.327 -0.128
H -1.881568 -2.731217 -0.914194 -1.022 -0.502 0.137
H 1.798393 -1.087104 -0.547590 0.803 0.017 -0.073
H 1.022054 0.202844 -1.457147 0.287 0.588 0.045
H -1.053372 0.452153 1.894146 -0.445 0.090 -1.140
H -1.338302 0.748255 -0.101732 0.680 -0.698 2.409
H 0.918932 2.037968 1.574745 0.145 0.075 -0.036
H 0.480631 2.011745 -0.231541 0.393 0.463 0.019
```
Forces are in eV/Å.

## Properties
- Charge: 0
- LUMO energy: 1.121 eV
- Maximum force: 2.60 eV/A
- Structure (SMILES): C#CCN1CC1
- HOMO energy: -9.34 eV

Charges per atom according to Löwdin partitioning, unit e: 0.124, -0.136, -0.245, -0.107, -0.164, -0.170, 0.015, 0.113, 0.117, 0.114, 0.143, 0.099, 0.097